1.
Formula: C30H80O30S10
Source: OMol25
Level of theory: ωB97M-V with the def2-TZVPD basis set

Positions of all 150 atoms, in Å:
C1 -1.5910 -3.0194 2.8246
C2 -1.5456 -4.4203 3.3195
O1 -0.6208 -5.2683 2.7197
S1 -0.7345 -6.9593 2.5896
C3 -0.7311 -7.4245 4.3758
O2 -2.0251 -7.2962 1.9507
O3 0.5742 -7.3464 2.0077
H1 -1.5481 -3.0181 1.7354
H2 -0.7051 -2.4309 3.0633
H3 -2.4511 -2.4422 3.1639
H4 -1.2767 -4.3909 4.3754
H5 -2.5726 -4.7843 3.2890
H6 0.1134 -6.8598 4.7707
H7 -0.6611 -8.5112 4.3282
H8 -1.6131 -7.0076 4.8620
C4 -4.8975 4.6847 0.7171
C5 -4.6077 4.4652 2.2379
O4 -4.2123 3.1190 2.3452
S2 -4.0298 2.5761 3.8284
C6 -2.3348 3.2085 4.1396
O5 -4.9160 3.3224 4.7203
O6 -3.9781 1.1365 3.7359
H9 -5.8165 4.3796 0.2165
H10 -4.1457 4.1330 0.1528
H11 -4.9187 5.7470 0.4739
H12 -3.8915 5.2468 2.4917
H13 -5.5218 4.7498 2.7590
H14 -2.5352 4.2016 4.5419
H15 -1.6992 3.2621 3.2558
H16 -1.8616 2.5930 4.9047
C7 5.2800 -2.1063 -9.4075
C8 4.9053 -2.1075 -7.9120
O7 5.0825 -0.8263 -7.4019
S3 5.5471 -0.6482 -5.8082
C9 4.0547 -1.3299 -4.9755
O8 6.6842 -1.5649 -5.5683
O9 5.6165 0.7864 -5.5258
H17 5.0563 -3.0939 -9.8109
H18 6.3323 -1.8573 -9.5447
H19 4.7132 -1.3610 -9.9654
H20 3.9035 -2.5345 -7.8668
H21 5.5393 -2.8245 -7.3905
H22 3.1739 -0.9949 -5.5232
H23 4.1324 -1.2117 -3.8947
H24 4.0857 -2.4013 -5.1735
C10 2.4061 -0.6378 -0.5811
C11 0.9146 -0.5184 -0.4104
O10 0.6181 0.0485 0.8775
S4 -0.9920 0.4921 1.2604
C12 -1.0828 1.9760 0.1740
O11 -1.9401 -0.4714 0.7191
O12 -1.0610 0.8475 2.6597
H25 2.7593 0.3934 -0.5873
H26 2.6593 -1.1830 -1.4904
H27 2.7743 -1.0945 0.3376
H28 0.4621 0.0461 -1.2257
H29 0.5371 -1.5405 -0.4410
H30 -1.9513 2.5317 0.5279
H31 -1.1544 1.7174 -0.8824
H32 -0.2029 2.5719 0.4166
C13 -0.9858 1.2338 -3.6514
C14 0.4042 1.5998 -4.0157
O13 1.1124 1.7053 -2.7822
S5 1.4042 3.2377 -2.2260
C15 2.7138 3.7237 -3.5152
O14 0.1370 3.9666 -2.3647
O15 2.1170 3.1058 -0.9629
H33 -1.0481 0.2563 -3.1731
H34 -1.5675 1.1179 -4.5659
H35 -1.4945 2.0062 -3.0746
H36 0.8375 0.7922 -4.6057
H37 0.4562 2.4570 -4.6870
H38 3.2928 2.8131 -3.6690
H39 3.3425 4.5253 -3.1277
H40 2.2646 4.0679 -4.4468
C16 -2.1737 -3.4020 -1.2312
C17 -2.3252 -2.8684 -2.6688
O16 -0.9896 -3.2053 -3.2670
S6 -0.7691 -2.7580 -4.8685
C18 0.5093 -4.0410 -5.2244
O17 -2.0301 -2.9908 -5.5868
O18 -0.1050 -1.4733 -4.8320
H41 -1.2456 -3.0054 -0.8195
H42 -2.2748 -4.4824 -1.3338
H43 -2.9675 -3.0163 -0.5915
H44 -3.1274 -3.3706 -3.2094
H45 -2.4545 -1.7901 -2.7627
H46 0.3427 -4.2364 -6.2837
H47 0.3857 -4.9608 -4.6528
H48 1.5219 -3.7358 -4.9606
C19 -8.1327 1.0343 -3.2466
C20 -7.6489 0.5864 -1.8401
O19 -6.2833 1.0510 -1.7001
S7 -5.0729 -0.0267 -1.2313
C21 -5.2338 0.0502 0.5868
O20 -5.5191 -1.3652 -1.6954
O21 -3.7854 0.5731 -1.6951
H49 -9.1535 0.7402 -3.4904
H50 -7.4237 0.7964 -4.0396
H51 -8.0014 2.1153 -3.1970
H52 -8.2509 1.0626 -1.0662
H53 -7.7155 -0.4891 -1.6758
H54 -6.2278 -0.2019 0.9562
H55 -4.9793 1.0081 1.0405
H56 -4.5348 -0.6339 1.0679
C22 1.8595 3.9034 2.2562
C23 2.6379 2.6008 2.4553
O22 2.6036 2.2883 3.8625
S8 3.1441 0.7845 4.3881
C24 1.5698 -0.1916 4.1965
O23 4.1753 0.4076 3.4112
O24 3.4793 0.9258 5.8392
H57 2.0390 4.3576 1.2818
H58 2.2488 4.7026 2.8869
H59 0.8011 3.7111 2.4324
H60 2.2180 1.8631 1.7715
H61 3.7086 2.7549 2.3221
H62 1.3427 -0.1949 3.1305
H63 0.8365 0.3418 4.8014
H64 1.6943 -1.1672 4.6664
C25 -1.5474 -1.3563 6.1360
C26 -1.6553 0.1158 6.3416
O25 -1.1532 0.3952 7.6522
S9 -1.9455 1.5065 8.5593
C27 -3.2400 0.2970 9.1195
O26 -1.0279 1.7332 9.6776
O27 -2.4866 2.5974 7.7190
H65 -2.1709 -1.8731 6.8656
H66 -0.5563 -1.7835 6.2888
H67 -1.8769 -1.6162 5.1301
H68 -1.1292 0.7526 5.6305
H69 -2.7193 0.2879 6.1795
H70 -3.5987 0.5601 10.1146
H71 -2.7893 -0.6922 9.2003
H72 -4.0433 0.1475 8.3980
C28 6.8335 2.5724 -3.1539
C29 7.5351 1.2810 -2.7301
O28 7.5508 1.0466 -1.3298
S10 6.2941 0.1233 -0.6095
C30 5.5595 1.5739 0.2582
O29 5.3669 -0.2496 -1.6125
O30 6.8753 -0.8131 0.3641
H73 7.3668 3.3315 -2.5817
H74 5.7553 2.5832 -2.9941
H75 7.0850 2.8203 -4.1851
H76 6.9945 0.5535 -3.3354
H77 8.5721 1.2077 -3.0577
H78 4.5459 1.3159 0.5651
H79 5.5833 2.3725 -0.4832
H80 6.2435 1.7992 1.0764

Computed properties:
LUMO energy	0.0946	eV
charge	0
multiplicity	1
structure (SMILES)	CCOS(C)(=O)=O.CCOS(C)(=O)=O.CCOS(C)(=O)=O.CCOS(C)(=O)=O.CCOS(C)(=O)=O.CCOS(C)(=O)=O.CCOS(C)(=O)=O.CCOS(C)(=O)=O.CCOS(C)(=O)=O.CCOS(C)(=O)=O
gap between HOMO and LUMO	10.84	eV

Atom charges from the Löwdin analysis, given in e for atoms 1 to 2: number 1, C, carries -0.075; number 2, C, carries -0.330

2.
Formula: C30H82O11
Source: OMol25
Level of theory: ωB97M-V with the def2-TZVPD basis set

Positions of all 123 atoms, in Å:
C1 -0.0058 -4.5774 2.5067
C2 -0.6614 -3.9825 1.2624
C3 -0.9234 -5.0237 0.1307
O1 -1.8605 -3.3609 1.6284
H1 0.2331 -3.7526 3.1780
H2 0.9815 -4.9368 2.2168
H3 -0.6789 -5.4097 2.7126
H4 -0.1033 -3.1245 0.8874
H5 -1.3134 -5.9631 0.5226
H6 0.0641 -5.2336 -0.2802
H7 -1.6013 -4.6166 -0.6195
H8 -2.5204 -4.0233 1.8461
C4 2.5422 -3.9988 -3.2734
C5 1.5693 -2.7785 -3.3448
C6 0.2248 -3.0003 -2.6534
O2 2.1672 -1.7179 -2.5178
H9 3.0300 -4.2005 -2.3197
H10 3.3565 -3.8425 -3.9809
H11 2.0796 -4.9575 -3.5083
H12 1.3534 -2.5090 -4.3786
H13 0.1706 -3.3432 -1.6202
H14 -0.4526 -3.7494 -3.0633
H15 -0.3213 -2.0629 -2.7589
H16 1.6660 -0.9051 -2.6166
C7 5.9340 0.4019 -1.8908
C8 5.3932 -0.5216 -0.7384
C9 4.0092 -0.0875 -0.2475
O3 5.2370 -1.8122 -1.2866
H17 6.9930 0.3139 -2.1335
H18 5.7184 1.4454 -1.6614
H19 5.4486 0.3238 -2.8636
H20 6.0852 -0.6855 0.0876
H21 3.2343 -0.0869 -1.0140
H22 4.0405 0.8282 0.3429
H23 3.6367 -0.8024 0.4862
H24 4.4170 -1.7914 -1.7855
C10 -4.5023 -1.4868 0.2078
C11 -5.6404 -0.5895 -0.1804
C12 -5.8844 0.5353 0.8896
O4 -5.4159 0.1946 -1.3314
H25 -4.6693 -1.9215 1.1933
H26 -3.5425 -0.9760 0.1295
H27 -4.4365 -2.2739 -0.5433
H28 -6.4387 -1.3030 -0.3845
H29 -6.2831 0.1592 1.8317
H30 -6.6837 1.1889 0.5402
H31 -5.1045 1.2916 0.9785
H32 -5.8972 -0.1971 -2.0639
C13 2.1813 2.4217 2.8412
C14 2.1310 3.4623 4.0259
C15 1.0165 3.3276 5.0220
O5 3.3670 3.1255 4.6122
H33 3.1803 2.4101 2.4054
H34 1.5269 2.7867 2.0495
H35 1.7860 1.5178 3.3045
H36 2.1342 4.4182 3.5020
H37 0.0399 3.2116 4.5520
H38 0.9268 4.2507 5.5946
H39 1.3254 2.5315 5.6994
H40 4.0296 3.4800 4.0148
C16 -3.9312 2.5599 -3.7870
C17 -3.4139 3.3344 -2.5225
C18 -3.1068 4.7685 -2.8680
O6 -4.4169 3.2578 -1.5522
H41 -3.0105 2.2355 -4.2720
H42 -4.4282 3.2612 -4.4573
H43 -4.4933 1.6793 -3.4759
H44 -2.5093 2.8871 -2.1104
H45 -3.9390 5.2096 -3.4166
H46 -2.1830 4.7024 -3.4427
H47 -2.8819 5.2998 -1.9432
H48 -4.5819 2.3840 -1.1904
C19 -0.5226 0.3033 5.0863
C20 -1.0547 -1.0673 4.5966
C21 -2.5406 -1.0231 4.2405
O7 -0.3237 -1.3817 3.4518
H49 -0.6400 1.0242 4.2772
H50 0.5272 0.2479 5.3744
H51 -1.1126 0.8400 5.8292
H52 -0.9019 -1.8427 5.3472
H53 -3.2021 -0.8989 5.0979
H54 -2.9833 -1.9407 3.8531
H55 -2.8561 -0.2836 3.5045
H56 -0.9438 -1.7623 2.8255
C22 1.0381 0.9562 -5.4098
C23 0.0607 0.9336 -4.3776
C24 -1.1503 -0.1429 -4.5333
O8 0.6471 0.6511 -3.1566
H57 1.6719 1.8429 -5.3986
H58 0.5041 0.9823 -6.3597
H59 1.5618 0.0016 -5.3589
H60 -0.2360 1.9824 -4.3765
H61 -1.5982 -0.5266 -3.6166
H62 -0.6815 -0.9553 -5.0886
H63 -1.9483 0.3266 -5.1085
H64 0.0131 0.7609 -2.4442
C25 3.6460 -3.1147 2.5953
C26 3.5770 -1.8962 3.5342
O9 2.5979 -2.3128 4.4799
H65 3.6233 -3.9726 3.2672
H66 4.6220 -3.0918 2.1104
H67 2.9219 -3.0259 1.7855
H68 3.2221 -1.0745 2.9120
H69 4.4814 -1.5558 4.0384
H70 1.7756 -1.9197 4.1783
C27 0.8332 3.8878 -0.8353
C28 0.2857 4.9594 -1.8411
O10 1.0277 6.1402 -1.6298
H71 0.7235 4.3280 0.1558
H72 1.8979 3.6639 -0.9015
H73 0.3192 2.9275 -0.7925
H74 -0.7924 5.0466 -1.7059
H75 0.4280 4.6698 -2.8822
H76 0.9931 6.3303 -0.6895
C29 0.4350 -0.1038 0.2741
C30 -1.0545 0.1922 0.6151
O11 -1.6262 0.7803 -0.4935
H77 1.0582 -0.2296 1.1594
H78 0.8744 0.7355 -0.2650
H79 0.5403 -0.8995 -0.4634
H80 -1.0785 0.8959 1.4472
H81 -1.4698 -0.7148 1.0545
H82 -2.5843 0.7265 -0.4673

Computed properties:
LUMO energy	0.2159	eV
charge	0
multiplicity	1
structure (SMILES)	CC(C)O.CC(C)O.CC(C)O.CC(C)O.CC(C)O.CC(C)O.CC(C)O.CC(C)O.CCO.CCO.CCO
gap between HOMO and LUMO	9.69	eV

Atom charges from the Löwdin analysis, given in e for atoms 1 to 2: number 1, C, carries -0.025; number 2, C, carries -0.495

3.
Formula: C30H83N28O14Si
Source: OMol25
Level of theory: ωB97M-V with the def2-TZVPD basis set

Positions of all 156 atoms, in Å:
C1 1.5653 -2.9113 0.0726
Si1 0.1834 -1.7681 -0.4569
C2 0.8949 -0.6038 -1.7417
C3 -1.2280 -2.6678 -1.2713
C4 -0.4203 -0.6503 0.9590
C5 0.5348 -0.4322 2.1144
N1 -0.3522 -0.1853 3.3357
C6 -1.7471 -0.0228 2.8221
C7 -2.1218 1.3778 2.4052
C8 -2.2138 2.3477 3.5913
C9 -0.8719 2.9770 3.9076
N2 -0.9043 4.0939 4.8239
C10 0.2282 4.9871 4.7112
C11 0.3573 5.8027 3.4399
C12 1.6410 6.2106 3.0547
C13 1.8647 6.9967 1.9243
C14 0.7865 7.3866 1.1329
C15 -0.4987 6.9771 1.4910
C16 -0.7119 6.2092 2.6367
O1 -2.0059 5.8493 2.9772
C17 -1.7054 -1.0568 1.7064
H1 1.4304 -3.3671 1.0488
H2 1.6916 -3.6777 -0.6838
H3 2.4819 -2.3252 0.1110
H4 0.1052 0.0266 -2.1432
H5 1.6452 0.0578 -1.3154
H6 1.3398 -1.1512 -2.5657
H7 -1.6011 -3.5114 -0.7047
H8 -2.0280 -1.9614 -1.4872
H9 -0.8536 -3.0235 -2.2250
H10 -0.6951 0.2747 0.4578
H11 1.0466 -1.3657 2.3197
H12 1.2932 0.3266 1.9824
H13 -0.3385 -1.0214 3.9198
H14 -0.0331 0.5708 3.9417
H15 -2.4633 -0.3434 3.5603
H16 -1.4231 1.8013 1.6894
H17 -3.0861 1.2603 1.9270
H18 -2.9314 3.1332 3.3652
H19 -2.6138 1.8154 4.4493
H20 -0.2826 2.2091 4.4335
H21 -0.3217 3.1973 2.9886
H22 -1.7746 4.5984 4.8288
H23 0.2606 5.6239 5.5890
H24 1.1191 4.3655 4.7690
H25 2.4856 5.9108 3.6566
H26 2.8599 7.3168 1.6631
H27 0.9448 7.9996 0.2604
H28 -1.3352 7.2878 0.8834
H29 -2.5903 6.5421 2.6595
H30 -1.5631 -2.0319 2.1749
H31 -2.6112 -1.0851 1.1197
C18 1.0542 -6.3637 -2.6116
O2 0.4146 -5.4514 -2.0965
N3 1.9975 -7.0709 -1.9352
N4 0.8789 -6.7418 -3.9113
H32 2.5579 -7.7827 -2.3692
H33 2.1625 -6.8262 -0.9782
H34 0.1972 -6.2381 -4.4465
H35 1.3753 -7.5063 -4.3484
C19 2.5285 7.6524 -2.2725
O3 1.8305 8.4754 -1.7024
N5 3.2065 7.9399 -3.4271
N6 2.6924 6.3781 -1.8088
H36 3.8069 7.2970 -3.9222
H37 3.1084 8.8740 -3.7779
H38 2.2087 6.1271 -0.9649
H39 3.2698 5.6964 -2.2638
C20 -6.1672 0.5683 2.7988
O4 -5.0380 0.1970 3.1069
N7 -6.4675 1.8897 2.6161
N8 -7.1831 -0.3108 2.6208
H40 -7.3803 2.2167 2.3640
H41 -5.7307 2.5555 2.7473
H42 -6.9741 -1.2932 2.7424
H43 -8.1141 -0.0338 2.3750
C21 -2.5244 1.4554 7.9913
O5 -2.4455 0.4706 8.7189
N9 -3.5299 2.3713 8.1120
N10 -1.6119 1.6906 7.0130
H44 -3.6059 3.1815 7.5280
H45 -4.2138 2.2164 8.8287
H46 -0.8191 1.0546 6.9568
H47 -1.6418 2.4977 6.4115
C22 -0.2346 6.4929 -5.8103
O6 -1.3854 6.6527 -6.1687
N11 0.2972 7.1301 -4.7218
N12 0.6293 5.6578 -6.4739
H48 1.2424 7.0080 -4.4135
H49 -0.3034 7.7525 -4.2142
H50 0.2729 5.1783 -7.2783
H51 1.5821 5.5143 -6.2008
C23 -7.4770 -4.1929 2.2654
O7 -6.6608 -3.3862 2.6966
N13 -8.7203 -4.3254 2.8089
N14 -7.1957 -5.0164 1.2178
H52 -9.4013 -4.9816 2.4776
H53 -8.9457 -3.7442 3.5939
H54 -6.2860 -4.9412 0.8036
H55 -7.8432 -5.6886 0.8535
C24 5.4563 8.3609 -6.3123
O8 5.5602 7.5738 -5.3773
N15 4.3618 9.1516 -6.5196
N16 6.4473 8.4931 -7.2358
H56 4.2845 9.7889 -7.2891
H57 3.5887 9.0693 -5.8914
H58 7.2661 7.9269 -7.1161
H59 6.4001 9.1237 -8.0131
C25 0.7135 -1.0115 7.8587
O9 0.4612 -0.3525 6.8415
N17 0.0183 -0.8670 9.0084
N18 1.6976 -1.9562 7.8519
H60 0.1678 -1.4416 9.8156
H61 -0.7108 -0.1589 9.0215
H62 2.2168 -2.0811 7.0043
H63 1.9267 -2.5143 8.6517
C26 0.1199 -9.7997 -6.0711
O10 1.0733 -9.2328 -5.5571
N19 -1.1680 -9.5353 -5.6974
N20 0.2722 -10.7396 -7.0451
H64 -1.9642 -9.9912 -6.1000
H65 -1.3059 -8.8583 -4.9709
H66 1.2075 -10.9528 -7.3377
H67 -0.4906 -11.2280 -7.4767
C27 1.3348 -14.5791 -7.2721
O11 0.2567 -14.3332 -7.7864
N21 1.7922 -13.8784 -6.1895
N22 2.1656 -15.5584 -7.7399
H68 2.6752 -14.0384 -5.7444
H69 1.1872 -13.1592 -5.8382
H70 1.8521 -16.0841 -8.5335
H71 3.0539 -15.7735 -7.3305
C28 -3.7030 -2.7490 4.9742
O12 -3.3516 -3.9142 4.9948
N23 -2.9882 -1.7579 5.6071
N24 -4.8228 -2.3108 4.3254
H72 -3.2585 -0.7924 5.6043
H73 -2.1699 -2.0305 6.1212
H74 -5.3906 -3.0012 3.8712
H75 -5.1359 -1.3515 4.3210
C29 6.7350 9.8618 -0.7947
O13 7.7103 10.4148 -0.3246
N25 5.4843 9.9834 -0.2470
N26 6.8015 9.0695 -1.9100
H76 4.6673 9.5391 -0.6226
H77 5.3940 10.5599 0.5675
H78 7.7004 8.9585 -2.3384
H79 6.0079 8.6122 -2.3186
C30 4.3878 -6.6725 -5.2370
O14 4.2444 -7.3480 -4.2302
N27 3.4381 -5.7805 -5.6496
N28 5.5029 -6.7623 -6.0234
H80 3.5151 -5.2138 -6.4716
H81 2.6178 -5.7116 -5.0718
H82 6.2108 -7.4132 -5.7420
H83 5.6390 -6.2200 -6.8542

Computed properties:
LUMO energy	-1.5452	eV
charge	+1
multiplicity	1
gap between HOMO and LUMO	9.03	eV

Atom charges from the Löwdin analysis, given in e for atoms 1 to 2: number 1, C, carries -0.162; number 2, Si, carries 0.533